# 1
{
  "formula": "C44H29AuBrClF4P2",
  "method": "ωB97M-V/def2-TZVPD",
  "s2": 2.03,
  "relative_energy_kj_mol": 97.8,
  "spin_multiplicity": 3,
  "homo_energy_ev": [-12.4710, -12.4742],
  "charge": 2,
  "species": ["H", "C", "H", "C", "C", "C", "C", "H", "H", "C", "H", "P", "C", "H", "C", "C", "C", "C", "C", "C", "H", "H", "H", "C", "F", "Au", "H", "C", "C", "F", "C", "C", "C", "H", "H", "C", "C", "H", "H", "H", "C", "H", "H", "C", "H", "C", "H", "H", "C", "C", "H", "F", "C", "C", "C", "C", "H", "C", "C", "C", "C", "C", "H", "H", "H", "C", "H", "C", "C", "C", "Cl", "C", "C", "F", "H", "C", "C", "P", "Br", "C", "H", "H"],
  "xyz": [[1.5433, -3.3987, -4.7258], [3.5893, 3.0194, -2.6154], [3.7823, -2.2687, 2.4955], [-2.5050, 3.9623, -0.2080], [5.0688, 1.3615, -1.8067], [-2.1141, 0.3684, 5.1378], [-1.9435, -5.2871, 0.9806], [4.8046, 1.8523, 3.0135], [-2.7387, 5.9740, -0.9105], [1.1483, -0.4248, -3.1760], [-6.0725, 4.2874, 1.1861], [-2.2224, 1.2998, 0.6723], [0.9232, -1.4546, -4.0724], [-2.5634, -3.3516, 0.2875], [2.2092, -0.5041, -2.2722], [2.8116, -2.6454, -3.1722], [6.1629, 2.0253, -2.4232], [-2.2191, 0.9424, 2.4294], [-3.8837, -0.7355, -2.3878], [1.7402, -2.5768, -4.0506], [3.9120, -1.6639, -1.6230], [3.4562, -3.5145, -3.1698], [-1.8519, -1.1509, 2.1216], [-4.3679, 3.0142, 0.9711], [4.4779, 4.7692, -3.9097], [-0.0110, 1.1142, -0.3174], [-1.8154, -1.6721, 4.5411], [-3.0726, 2.8872, 0.4684], [-3.2410, 0.1182, -0.2323], [7.3402, 1.5253, -2.3296], [-2.0019, -0.3711, 2.8548], [3.1381, -0.9565, 0.9298], [-1.9621, -0.6528, 4.2085], [-2.4123, 0.8004, -2.0963], [-2.9425, -5.7032, 0.9826], [3.7682, -1.2506, 2.1295], [-2.3410, 1.9737, 3.3635], [2.6426, -1.7282, 0.3602], [0.4987, 0.4442, -3.1687], [-2.4766, 2.9960, 3.0354], [-1.7339, -3.9743, 0.5981], [-4.2589, -0.7280, 1.4640], [0.1081, -1.3885, -4.7803], [3.7688, 1.8414, -1.8670], [-4.8177, 2.1821, 1.4984], [4.3835, -0.2477, 2.8645], [1.2516, -6.2121, 1.6046], [-5.0297, 6.1779, -0.0211], [-0.8702, -6.0893, 1.3468], [-3.1140, 0.1209, -1.6224], [1.6419, -3.8546, 0.9396], [6.9666, 3.7963, -3.7188], [5.9644, 3.1936, -3.1400], [-4.9098, -1.5971, -0.3887], [-5.0681, 4.1946, 0.7959], [3.0631, -1.6064, -2.2893], [-1.0376, -7.1169, 1.6402], [0.6394, -4.2624, 0.9584], [-0.0122, -0.9208, -0.0446], [-4.7743, -1.6043, -1.7685], [-4.1456, -0.7370, 0.3871], [-2.2878, 1.6792, 4.7155], [4.8852, -0.4912, 3.7915], [-5.3689, -2.2816, -2.3665], [3.6664, 2.4007, 0.8856], [-0.2171, -2.0822, 0.2338], [-2.3880, 2.4729, 5.4437], [-3.1970, 5.1468, -0.3853], [-0.4373, -3.4470, 0.5930], [4.3492, 1.0688, 2.4230], [-0.8856, 3.8228, -0.8348], [0.4204, -5.5757, 1.3311], [3.1451, 0.3537, 0.4608], [5.3385, 0.2540, -1.2038], [-2.0904, 0.1434, 6.1956], [3.7193, 1.3715, 1.2287], [-4.4827, 5.2559, 0.1194], [2.3764, 0.8636, -1.0965], [1.9111, 3.7568, -2.8733], [4.6825, 3.6877, -3.2386], [-5.6205, -2.2620, 0.0847], [-3.7928, -0.7298, -3.4660]]
}

# 2
{
  "formula": "C44H30F24GeN8O3PSTl",
  "method": "ωB97M-V/def2-TZVPD",
  "relative_energy_kj_mol": 138.8,
  "homo_energy_ev": -3.1960,
  "charge": -2,
  "species": ["F", "F", "C", "C", "F", "H", "H", "H", "F", "S", "N", "F", "C", "C", "H", "C", "H", "H", "F", "F", "F", "H", "F", "H", "C", "C", "C", "H", "C", "H", "C", "F", "N", "H", "H", "F", "C", "H", "H", "C", "C", "F", "C", "C", "H", "H", "H", "C", "C", "H", "C", "C", "N", "H", "C", "H", "O", "F", "H", "C", "Tl", "F", "C", "N", "N", "N", "C", "C", "C", "O", "C", "N", "C", "N", "C", "F", "C", "H", "O", "Ge", "H", "F", "F", "H", "C", "H", "H", "P", "C", "F", "C", "C", "F", "F", "F", "H", "C", "F", "H", "C", "F", "C", "C", "C", "C", "C", "H", "C", "C", "C", "F", "C", "H"],
  "xyz": [[1.0262, 6.9487, -6.1093], [4.9159, 1.5386, -2.3798], [2.6396, 0.5796, -5.3915], [-0.0450, 1.3216, 3.8160], [4.6003, 5.0407, 0.7221], [-4.6320, 1.0218, -0.8109], [-0.6615, 2.1730, 4.0563], [-5.9300, 1.8640, 6.4951], [-0.3761, -4.3638, 3.8350], [-0.1986, 0.6954, -2.9878], [2.8533, -0.4759, -1.1811], [3.3204, -1.7047, -8.8194], [1.1865, 5.7414, -5.5561], [4.1479, 2.4334, -1.7214], [-4.9975, -3.2151, -0.9662], [3.1045, -0.9746, -7.7225], [4.3259, -1.9267, -0.7426], [-2.8410, 3.7945, 3.1519], [-1.0910, -6.8951, 3.1150], [4.1295, -0.9168, -4.3015], [-1.8887, -5.1237, 5.1831], [4.7793, -0.2481, -0.3775], [1.8026, 0.5423, -8.9518], [-2.4417, 0.9426, 0.3388], [0.2832, 3.6676, -4.7833], [2.6638, 4.3172, -0.4041], [-4.1953, 4.2200, 4.7852], [-4.5825, 0.0383, 0.6625], [4.0186, 4.2188, -0.1571], [4.5296, -2.6376, 3.7752], [2.4701, -2.2792, 1.6026], [-4.7831, -5.3537, 2.2278], [1.9697, -2.9760, 0.5980], [-5.5993, 4.3142, 6.4099], [4.6998, -0.7877, -2.0534], [-4.2505, -3.3083, 2.6808], [-5.0626, 3.6705, 5.7214], [0.1351, -1.4474, -1.9932], [-0.3643, -0.2512, 5.3299], [2.4422, 5.2990, -5.2033], [1.9554, -4.2804, 1.0110], [0.7699, 3.6375, -1.5603], [0.1009, 4.9147, -5.3526], [1.9700, -0.3006, -0.1466], [0.6504, 1.8097, 0.6833], [0.0221, 3.0137, 1.8005], [1.7890, 2.7776, 1.6661], [1.5228, 3.1850, -4.4072], [2.5799, 4.0397, -4.6516], [-4.1484, -1.0914, -2.1350], [0.0989, 0.1069, 4.4234], [2.8014, 2.5007, -1.9990], [0.7345, 1.2784, 2.6957], [-2.5967, -2.9142, -1.3475], [2.1079, -0.4922, -2.4088], [-4.7531, -2.3733, 0.5641], [-3.2788, -0.1122, 2.9943], [3.5093, 6.0859, -5.4117], [-2.3412, 0.3739, -1.1967], [-4.1963, 0.1201, -0.3573], [-1.4117, -1.4381, 1.4100], [1.9439, 5.2435, 0.2422], [-2.3540, -6.5009, 2.8305], [2.8245, -3.1005, 2.6348], [0.7302, -0.1798, -0.4585], [0.9448, -0.6853, 3.6920], [-3.9992, -4.5772, 3.0166], [0.8143, 2.2857, 1.6498], [3.4483, -2.7338, 3.8936], [-2.0149, -4.4257, 1.6637], [-2.9423, 1.0960, 2.9765], [-2.9771, -2.8005, -0.4153], [3.6776, -1.3295, -6.5214], [-2.7410, 0.1915, -0.2847], [0.6530, -0.4860, -1.9048], [3.8457, 3.6406, -4.3893], [4.7739, 3.2758, -0.8260], [2.3535, -1.3420, -3.0423], [-2.0613, 1.6442, 2.2672], [1.9307, 1.3226, -3.4825], [-4.6979, 0.3947, 4.8723], [-0.8238, 2.9144, -4.6644], [-4.4456, -4.7470, 4.2838], [-4.0592, 5.2947, 4.7425], [2.0775, 3.4678, -1.3264], [-2.7982, -3.6431, 0.1316], [3.0194, -1.8024, 4.2475], [2.6705, -0.4531, 1.5533], [2.4755, -4.3731, 2.2674], [-2.0693, -3.1244, 4.3563], [-4.6530, -1.1021, -1.1599], [-2.4698, -4.9165, 2.7853], [1.3493, 1.9968, -6.8280], [-3.1578, -7.1159, 3.7359], [4.4632, -2.4134, -6.4584], [1.5425, -5.0596, 0.3906], [1.2919, 0.0376, 2.6435], [-1.1182, 5.3297, -5.7260], [2.6066, -5.2127, 2.9299], [4.2373, -0.8853, -1.0766], [-2.6563, -7.0260, 1.6343], [-3.5124, 3.3922, 3.9014], [2.3304, 0.1626, -7.7796], [-4.5683, 1.4703, 4.8811], [3.4493, -0.5464, -5.4064], [-5.2492, 2.2935, 5.7690], [3.2319, -3.5048, 4.6300], [-3.6928, 2.0145, 3.9454], [-4.3947, -2.4446, -0.4647], [-1.6974, -4.3796, 4.0577], [6.0950, 3.2090, -0.6059], [2.1132, 0.9104, -6.6335], [-5.7294, -1.0162, -1.3384]]
}

# 3
{
  "formula": "C44H33BCl4F2N5O2SSbW",
  "method": "ωB97M-V/def2-TZVPD",
  "relative_energy_kj_mol": 463.3,
  "homo_energy_ev": [-6.9408, -6.9368],
  "species": ["N", "C", "H", "C", "C", "C", "H", "B", "C", "C", "H", "N", "H", "C", "C", "H", "C", "H", "H", "C", "C", "H", "H", "Cl", "Cl", "H", "N", "C", "C", "H", "H", "S", "C", "Cl", "C", "F", "F", "C", "C", "C", "H", "H", "C", "H", "C", "C", "C", "C", "C", "C", "W", "H", "C", "C", "C", "C", "H", "C", "C", "H", "C", "C", "C", "H", "H", "Sb", "H", "H", "H", "H", "C", "H", "H", "H", "N", "H", "O", "H", "C", "C", "C", "Cl", "H", "C", "C", "C", "C", "C", "C", "O", "N", "H", "H", "H"],
  "xyz": [[-1.8927, 1.0005, 1.5640], [-5.4395, -4.4657, -3.9176], [6.8032, 3.9358, 1.1197], [0.0513, 0.2908, 2.1076], [-4.7191, -3.5434, -2.9812], [5.0339, -3.4121, 2.6605], [0.6235, -3.1089, 1.2088], [-1.0435, -1.1243, -2.7259], [-5.4992, 1.6641, 1.9108], [3.9065, -1.2431, 1.3074], [4.7304, 2.7209, 4.6534], [-2.9402, -1.0304, -0.1110], [3.3702, 2.7152, -1.7937], [0.3293, 3.6206, -0.6092], [3.8251, -2.8874, 3.0787], [-7.3140, 2.7790, 2.0218], [-0.2329, 2.3778, -0.8594], [-6.6851, 2.2561, 3.5845], [-7.0809, 0.4172, 1.1908], [-5.0614, -2.1901, -2.9152], [-3.0752, -3.1608, -1.2549], [-5.0107, -4.4052, -4.9182], [-5.3642, -5.4970, -3.5812], [1.9470, 3.6757, -0.0308], [-4.0967, 3.2439, -1.4637], [0.8706, 2.2661, 2.6928], [-1.0785, -2.7846, 0.0079], [-1.8293, -4.8766, 0.0126], [-3.6845, -3.9986, -2.1828], [-0.2427, -5.6672, 1.3142], [-5.9167, 3.5959, 2.7321], [1.3098, -1.4108, -0.6831], [4.0303, 1.8740, 2.8143], [0.2349, 6.3064, -0.4251], [3.9333, 0.6507, -1.6031], [-0.5693, -2.2443, -3.3309], [-1.7945, -0.4632, -3.6364], [5.3143, 1.0407, -3.9822], [5.1434, -1.7441, 0.9329], [5.8448, 3.4321, 2.9705], [-3.7003, 2.5694, 2.5954], [2.3188, -1.4315, 2.7477], [5.6951, -2.8314, 1.5929], [6.6462, -3.2285, 1.2699], [-3.7824, -0.1787, 0.5620], [-0.6916, -4.8502, 0.7909], [-0.2576, -3.5321, 0.7640], [-1.2027, 2.0866, 1.9657], [-4.1252, 1.7835, 1.9885], [-2.4029, 3.4042, -1.2226], [-0.8903, -0.5859, -0.6901], [-5.6234, -1.1777, 0.0859], [4.2012, 1.8241, 1.4460], [-3.2773, 0.8864, 1.3444], [4.5894, -0.4111, -2.2088], [-6.0113, 0.5692, 1.2173], [-3.3366, -5.0163, -2.2690], [-1.6168, 2.2618, -1.1571], [-1.8123, 4.6576, -1.0353], [3.3134, -3.3121, 3.9314], [0.0624, 1.6637, 2.3269], [-0.4617, 4.7653, -0.7248], [-3.4856, -1.8164, -1.1236], [-2.4765, -5.6914, -0.2412], [-6.4919, -4.1943, -3.9853], [2.8950, 0.4202, 0.2805], [3.2531, 1.2816, 3.2823], [5.6878, -1.2783, 0.1248], [0.8013, -0.4464, 2.3191], [5.4566, -4.2638, 3.1713], [4.8570, 2.6779, 3.5811], [5.3314, 2.5033, -0.2327], [-5.8173, -1.8051, -3.5825], [-1.6205, 3.0746, 1.9368], [-2.0382, -3.6223, -0.4376], [6.4788, 4.0735, 3.5637], [0.3821, 1.2184, -0.7349], [4.5693, 3.0516, -3.9019], [3.2687, -1.8183, 2.3999], [-5.1853, -0.3253, 0.5808], [-6.4058, 2.6348, 2.6009], [-2.7829, 6.0704, -1.1350], [-4.7039, -0.2942, -1.9881], [5.3022, -0.2057, -3.3794], [3.9219, 1.8926, -2.2271], [5.1950, 2.5555, 0.8361], [4.6003, 2.0839, -3.4191], [6.0226, 3.3627, 1.6001], [-4.4569, -1.3445, -2.0184], [-2.0419, 1.0186, -1.2106], [-1.1323, -0.1118, 1.6390], [5.8758, 1.2008, -4.8898], [5.8520, -1.0213, -3.8257], [4.5231, -1.4031, -1.7846]]
}